A cluster of 2 separate species, C6H16 in total at a distorted geometry, computed with ωB97M-V/def2-TZVPD.

XYZ file:
```
22
Properties=species:S:1:pos:R:3
C -0.22456 2.71478 0.63434
C -0.04839 3.43630 -0.67509
H -1.09483 3.03468 1.15812
H -0.26279 1.71784 0.66476
H 0.66259 3.02363 1.21463
H 0.22795 2.72016 -1.44412
H 0.72529 4.21499 -0.75894
H -1.02530 3.86810 -1.01561
C -0.07168 -1.46246 0.27988
C 0.80776 -2.45904 1.18568
C 0.83414 -1.05483 -0.91152
C -1.40923 -2.00332 -0.26356
H -0.30278 -0.56451 0.86630
H 1.79248 -2.81694 0.71990
H 0.17206 -3.30451 1.36226
H 0.80643 -1.76481 -1.80035
H 0.49623 -0.02931 -1.27382
H 1.86989 -1.00027 -0.77359
H -1.73265 -2.81893 0.31900
H -2.09035 -1.17144 -0.26283
H -1.22367 -2.30727 -1.31809
H 1.09142 -1.97284 2.09267
```

**Highest occupied orbital energy**: -10.818 eV
**Energy above the lowest of the compared OMol25 structures with the same formula, charge and spin**: 126.86 kJ/mol
**Total charge**: 0
**HOMO-LUMO gap**: 0.43653 Ha

Löwdin population analysis, charges in e, atoms 1 to 6: -0.16, -0.17, 0.06, -0.01, 0.08, 0.05